Record 1
DFT (ωB97M-V/def2-TZVPD) results for a structure of composition C4H4N2O2 at a distorted geometry.

```
12
Properties=species:S:1:pos:R:3
O 0.869 2.081 0.027
C 0.869 -1.654 0.139
C -1.046 0.027 0.730
N 1.526 -2.601 0.106
H -1.692 -0.577 -1.363
C -1.001 0.073 -0.785
O 2.568 0.711 -0.115
H -1.724 -0.757 1.204
H -1.180 0.989 1.323
C 0.207 -0.400 0.011
N 1.441 1.009 0.004
H -0.836 1.098 -1.281
```

Output
E_LUMO = -0.0081 Ha
Multiplicity = 1
HOMO level = -0.3942 Eh
Total charge = 0
Orbital gap = 0.386 hartree
Energy above the lowest of the compared OMol25 structures with the same formula, charge and spin = 137.7 kcal/mol

Record 2
DFT (ωB97M-V/def2-TZVPD) results for the molecule C4H4N2O2 at a distorted geometry.

```
12
Properties=species:S:1:pos:R:3
O -1.222 -1.162 -0.052
H 2.130 0.385 0.914
C 2.310 -0.222 0.053
H 3.131 -0.895 0.238
C -1.650 1.026 -0.065
O -3.392 -0.768 0.028
N 1.071 -0.939 -0.138
C -0.094 -0.432 -0.043
H -2.220 1.996 0.002
C -2.283 -0.295 -0.026
H 2.587 0.335 -0.855
N -0.368 0.971 -0.056
```

Output
E_LUMO = -0.0510 Ha
Multiplicity = 1
HOMO level = -0.3721 Eh
Total charge = 0
Orbital gap = 0.321 hartree
Energy above the lowest of the compared OMol25 structures with the same formula, charge and spin = 41.1 kcal/mol

Record 3
DFT (ωB97M-V/def2-TZVPD) results for a structure of composition C4H4N2O2 at a distorted geometry.

```
12
Properties=species:S:1:pos:R:3
O 1.767 -1.148 -0.187
C 0.628 0.604 0.109
H -1.246 1.864 -0.080
C -0.716 0.958 -0.127
H 2.636 0.619 -0.945
N -0.721 -1.322 0.005
H -3.150 -1.012 0.492
C 2.112 0.299 -0.029
N -1.438 -0.176 -0.058
O -2.912 -0.285 -0.144
H 2.551 0.372 0.926
C 0.489 -0.774 0.036
```

Output
E_LUMO = 0.0272 Ha
Multiplicity = 1
HOMO level = -0.3232 Eh
Total charge = 0
Orbital gap = 0.350 hartree
Energy above the lowest of the compared OMol25 structures with the same formula, charge and spin = 139.3 kcal/mol

Record 4
DFT (ωB97M-V/def2-TZVPD) results for the molecule C4H4N2O2 at a distorted geometry.

```
12
Properties=species:S:1:pos:R:3
C -0.025 -2.124 0.144
O 2.052 2.230 -0.020
C 0.505 0.476 -0.018
H 0.030 3.728 -0.362
O -0.048 -2.736 -1.038
N -0.150 2.735 -0.280
C 0.243 -0.704 0.028
C 0.878 1.893 -0.098
H -1.107 2.412 -0.315
H -0.953 -3.197 -1.048
N -0.684 -2.661 1.097
H -0.742 -2.053 1.911
```

Output
E_LUMO = 0.0080 Ha
Multiplicity = 1
HOMO level = -0.3762 Eh
Total charge = 0
Orbital gap = 0.384 hartree
Energy above the lowest of the compared OMol25 structures with the same formula, charge and spin = 60.7 kcal/mol

Record 5
DFT (ωB97M-V/def2-TZVPD) results for the molecule C4H4N2S at a distorted geometry.

```
11
Properties=species:S:1:pos:R:3
H 1.382 1.106 0.687
H 2.107 -0.251 -0.077
C -0.041 -0.195 -0.150
H -1.703 -1.388 1.709
H 1.454 0.939 -1.106
S -0.405 -1.333 1.623
N -0.991 -1.055 -2.279
N -1.590 1.663 0.665
C -0.673 -0.783 -1.217
C 1.336 0.443 -0.168
C -0.875 0.854 0.314
```

Output
E_LUMO = -0.0364 Ha
Multiplicity = 1
HOMO level = -0.3761 Eh
Total charge = 0
Orbital gap = 0.340 hartree
Energy above the lowest of the compared OMol25 structures with the same formula, charge and spin = 61.1 kcal/mol

Record 6
DFT (ωB97M-V/def2-TZVPD) results for the molecule C4H4N2S at a distorted geometry.

```
11
Properties=species:S:1:pos:R:3
H 0.775 -3.344 -2.510
C 1.880 -0.902 -0.006
C 0.773 -2.549 -1.723
H -0.175 0.009 -0.667
H -0.310 1.458 2.034
S -1.956 1.613 0.196
N 1.215 -0.124 0.917
C 1.303 -1.568 -1.100
C -0.713 1.145 0.976
N 0.034 0.221 0.358
H 2.796 -1.366 0.202
```

Output
E_LUMO = -0.0243 Ha
Multiplicity = 1
HOMO level = -0.3152 Eh
Total charge = 0
Orbital gap = 0.291 hartree
Energy above the lowest of the compared OMol25 structures with the same formula, charge and spin = 112.5 kcal/mol

Record 7
DFT (ωB97M-V/def2-TZVPD) results for the molecule C4H4N2S at a distorted geometry.

```
11
Properties=species:S:1:pos:R:3
C 2.196 0.865 0.014
H 0.323 2.139 -0.161
S -2.475 0.201 0.127
H 1.036 -2.112 -0.004
C 0.069 -0.169 -0.115
C 0.798 1.137 -0.039
H 3.218 -0.961 0.674
N 2.292 -0.465 0.082
H 3.002 1.429 -0.293
N -1.233 -0.684 -0.289
C 1.039 -1.112 0.007
```

Output
E_LUMO = -0.0390 Ha
Multiplicity = 1
HOMO level = -0.3010 Eh
Total charge = 0
Orbital gap = 0.262 hartree
Energy above the lowest of the compared OMol25 structures with the same formula, charge and spin = 75.8 kcal/mol

Record 8
DFT (ωB97M-V/def2-TZVPD) results for a cluster of 2 separate species, C4H4N2S in total at a distorted geometry.

```
11
Properties=species:S:1:pos:R:3
C -1.202 -1.286 0.065
C 1.797 0.470 0.067
H -1.883 -2.113 0.108
H -0.610 1.824 -0.188
C -0.620 0.756 -0.087
N -1.660 0.000 -0.085
H 0.864 -2.084 0.264
S 3.235 -0.171 0.100
N 0.549 0.031 0.053
C 0.149 -1.297 0.150
H 1.701 2.534 0.042
```

Output
E_LUMO (spin up / spin down) = -0.0336 / -0.0332 Ha
Multiplicity = 1
HOMO level (spin up / spin down) = -0.3258 / -0.3249 Eh
Total charge = 0
Orbital gap (spin up / spin down) = 0.292 / 0.292 hartree
Energy above the lowest of the compared OMol25 structures with the same formula, charge and spin = 98.1 kcal/mol

Record 9
DFT (ωB97M-V/def2-TZVPD) results for a structure of composition C4H4N3 at a distorted geometry.

```
11
Properties=species:S:1:pos:R:3
N 3.953 0.338 0.150
H 0.418 1.936 -0.061
C -1.332 0.725 0.049
N 2.934 0.345 -0.194
C -1.503 -0.671 0.091
H -2.589 -1.126 -0.008
H 0.031 -2.439 -0.003
H -2.036 1.514 -0.104
N -0.058 0.985 0.146
C 0.433 -0.224 -0.086
C -0.254 -1.383 0.022
```

Output
E_LUMO (spin up / spin down) = -0.2432 / -0.2773 Ha
Multiplicity = 1
HOMO level (spin up / spin down) = -0.5467 / -0.5466 Eh
Total charge = +1
Orbital gap (spin up / spin down) = 0.303 / 0.269 hartree
Energy above the lowest of the compared OMol25 structures with the same formula, charge and spin = 54.0 kcal/mol

Record 10
DFT (ωB97M-V/def2-TZVPD) results for the ion C4H4N3 with charge +1 at a distorted geometry.

```
11
Properties=species:S:1:pos:R:3
C -0.455 0.827 -0.340
C 1.314 -1.962 0.755
C -0.778 -0.466 -0.155
H -1.191 1.615 -0.525
N -0.836 -2.802 0.257
N 1.136 -3.304 0.877
C 0.067 -1.454 0.196
H 0.535 1.271 -0.229
H -1.825 -0.697 -0.336
H 2.298 -1.531 0.983
N -0.081 -3.676 0.696
```

Output
E_LUMO (spin up / spin down) = -0.3370 / -0.3349 Ha
Multiplicity = 1
HOMO level (spin up / spin down) = -0.5706 / -0.5815 Eh
Total charge = +1
Orbital gap (spin up / spin down) = 0.234 / 0.247 hartree
Energy above the lowest of the compared OMol25 structures with the same formula, charge and spin = 117.8 kcal/mol

Which formula does entry 1 have?
C4H4N2O2

Copy entry 3 word for word.
DFT (ωB97M-V/def2-TZVPD) results for a structure of composition C4H4N2O2 at a distorted geometry.

```
12
Properties=species:S:1:pos:R:3
O 1.767 -1.148 -0.187
C 0.628 0.604 0.109
H -1.246 1.864 -0.080
C -0.716 0.958 -0.127
H 2.636 0.619 -0.945
N -0.721 -1.322 0.005
H -3.150 -1.012 0.492
C 2.112 0.299 -0.029
N -1.438 -0.176 -0.058
O -2.912 -0.285 -0.144
H 2.551 0.372 0.926
C 0.489 -0.774 0.036
```

Output
E_LUMO = 0.0272 Ha
Multiplicity = 1
HOMO level = -0.3232 Eh
Total charge = 0
Orbital gap = 0.350 hartree
Energy above the lowest of the compared OMol25 structures with the same formula, charge and spin = 139.3 kcal/mol

multiplicity of number 1 (C4H4N2O2)?
1